(1)
148
Properties=species:S:1:pos:R:3 method="wB97M-V/def2-TZVPD" charge=-1 gap_ev=7.916 largest_force_ev_per_a=2.7 e_above_lowest_ev=0.000 e_homo_ev=-6.0 total_energy_ev=-103943.07270
P 0.186 -0.083 1.229
F 1.340 -1.178 0.857
F 0.389 0.717 -0.168
F -1.009 -0.924 0.541
F -0.794 1.188 1.665
F -0.119 -0.810 2.633
F 1.392 0.816 1.855
C 1.467 3.423 -0.011
O 0.814 4.528 0.591
C 0.486 4.200 1.937
C -0.502 5.219 2.505
O -0.905 4.686 3.771
C -1.877 5.424 4.483
C -1.760 5.036 5.930
O -0.897 5.888 6.681
C 0.447 5.769 6.242
H 1.907 3.802 -0.933
H 0.757 2.622 -0.238
H 2.217 2.966 0.644
H 1.393 4.175 2.547
H -0.007 3.223 1.892
H -1.434 5.211 1.934
H -0.038 6.195 2.667
H -2.921 5.336 4.158
H -1.571 6.476 4.388
H -1.356 4.020 5.926
H -2.716 4.999 6.448
H 1.055 6.445 6.841
H 0.481 6.015 5.180
H 0.896 4.780 6.365
C -2.565 2.254 -5.833
O -1.187 1.931 -5.828
C -0.771 1.095 -6.889
C 0.545 0.383 -6.719
O 0.735 -0.267 -5.429
C 2.048 -0.792 -5.344
C 2.123 -2.022 -4.406
O 2.066 -1.840 -3.017
C 0.748 -1.795 -2.484
H -3.291 1.440 -5.739
H -2.842 2.637 -6.829
H -2.660 3.015 -5.068
H -0.571 1.744 -7.757
H -1.633 0.461 -7.125
H 1.418 1.034 -6.773
H 0.509 -0.477 -7.395
H 2.728 -0.041 -4.934
H 2.394 -1.181 -6.306
H 3.069 -2.521 -4.627
H 1.342 -2.733 -4.706
H 0.430 -0.748 -2.539
H 0.853 -1.934 -1.407
H 0.025 -2.473 -2.934
C -1.570 2.215 -2.067
O -2.807 1.719 -2.500
C -2.878 0.312 -2.328
C -2.448 -0.357 -3.638
O -2.401 -1.734 -3.550
C -2.289 -2.445 -4.762
C -3.734 -2.753 -5.283
O -3.498 -3.296 -6.600
C -3.606 -2.344 -7.624
H -1.483 3.261 -2.382
H -0.683 1.753 -2.518
H -1.372 2.236 -0.993
H -3.892 0.042 -2.030
H -2.248 -0.118 -1.540
H -1.528 0.120 -4.000
H -3.234 -0.029 -4.340
H -1.647 -3.321 -4.722
H -1.894 -1.829 -5.577
H -4.368 -1.869 -5.239
H -4.186 -3.565 -4.718
H -3.532 -2.842 -8.591
H -2.828 -1.571 -7.602
H -4.580 -1.842 -7.603
C 4.109 -0.788 3.323
O 4.840 -1.373 2.553
N 3.057 -1.269 4.005
C 2.720 -0.657 5.262
C 2.482 -2.585 3.814
H 4.375 0.243 3.612
H 1.756 -0.900 5.712
H 2.947 0.403 5.241
H 3.333 -1.137 6.047
H 1.430 -2.535 4.085
H 2.522 -3.073 2.842
H 3.046 -3.291 4.440
C 3.472 0.506 -0.879
O 4.337 0.020 -0.182
N 3.762 1.436 -1.837
C 2.798 1.809 -2.858
C 5.059 2.053 -1.842
H 2.429 0.186 -0.949
H 2.297 2.727 -2.532
H 2.058 1.031 -3.027
H 3.408 1.987 -3.747
H 4.999 3.124 -2.044
H 5.648 1.806 -0.964
H 5.648 1.581 -2.645
C 3.519 -3.561 -0.665
O 4.516 -3.045 -0.201
N 3.523 -4.839 -1.094
C 2.328 -5.376 -1.719
C 4.658 -5.743 -1.189
H 2.578 -3.030 -0.833
H 2.124 -6.403 -1.394
H 2.575 -5.560 -2.778
H 1.445 -4.750 -1.637
H 5.131 -5.766 -2.172
H 5.318 -5.420 -0.386
H 4.347 -6.769 -0.989
C -5.015 -1.535 5.167
O -5.331 -1.573 6.341
N -4.066 -0.732 4.629
C -3.869 -0.706 3.188
C -3.377 0.310 5.349
H -5.469 -2.187 4.398
H -4.228 -1.547 2.596
H -2.788 -0.721 3.028
H -4.220 0.195 2.678
H -3.475 1.326 4.966
H -3.686 0.285 6.393
H -2.301 0.111 5.370
C 2.276 2.758 4.724
O 3.467 2.986 4.778
N 1.493 2.450 5.792
C 0.182 1.929 5.489
C 1.987 2.399 7.144
H 1.785 2.749 3.745
H 0.234 0.833 5.432
H -0.199 2.179 4.498
H -0.567 2.183 6.240
H 3.029 2.687 7.243
H 1.367 3.007 7.808
H 1.886 1.363 7.484
C -3.123 -5.119 0.831
O -2.269 -5.705 1.464
N -2.867 -4.396 -0.284
C -3.869 -3.623 -0.966
C -1.562 -4.241 -0.859
H -4.180 -5.143 1.133
H -4.055 -3.929 -1.999
H -3.522 -2.585 -1.033
H -4.778 -3.578 -0.364
H -1.258 -3.195 -0.753
H -0.831 -4.875 -0.360
H -1.527 -4.481 -1.926

(2)
54
Properties=species:S:1:pos:R:3 method="wB97M-V/def2-TZVPD" charge=+1 gap_ev=7.310 largest_force_ev_per_a=0.6 e_above_lowest_ev=0.000 e_homo_ev=-11.2 total_energy_ev=-60706.12780
Hf 0.165 -0.214 1.043
Cl 5.756 -3.417 4.338
C 4.672 -2.413 3.444
C 4.820 -1.022 3.507
C 3.978 -0.192 2.806
Cl 4.184 1.517 2.885
C 2.931 -0.710 2.023
O 2.148 0.102 1.349
C 2.795 -2.121 1.968
C 1.808 -2.770 1.171
O 0.889 -2.226 0.518
C 3.682 -2.959 2.679
H 5.607 -0.594 4.113
H 1.877 -3.861 1.106
H 3.565 -4.034 2.622
C -1.901 3.852 1.021
C -1.386 4.508 -0.081
C -0.520 3.836 -0.930
C -0.188 2.521 -0.655
N -0.691 1.887 0.422
C -1.523 2.541 1.242
C 0.700 1.713 -1.535
C 1.346 2.244 -2.640
C 2.121 1.414 -3.433
C 2.230 0.073 -3.106
C 1.569 -0.381 -1.982
N 0.824 0.416 -1.211
H -2.576 4.340 1.709
H -1.653 5.537 -0.284
H -0.122 4.338 -1.798
H -1.874 1.983 2.101
H 1.255 3.290 -2.887
H 2.634 1.814 -4.297
H 2.819 -0.609 -3.701
H 1.627 -1.418 -1.677
O -0.579 0.362 2.761
O -0.148 -1.048 2.792
C -4.450 -1.603 -1.697
C -3.321 -0.644 -1.335
C -2.668 -0.082 -2.595
C -2.276 -1.335 -0.450
H -5.214 -1.090 -2.282
H -4.938 -2.022 -0.818
H -4.068 -2.430 -2.300
H -3.741 0.190 -0.760
H -2.195 -0.881 -3.173
H -1.901 0.659 -2.352
H -3.405 0.399 -3.239
H -1.390 -0.666 -0.533
H -1.948 -2.266 -0.922
C -2.730 -1.581 0.984
H -2.863 -0.648 1.539
H -2.041 -2.209 1.549
H -3.693 -2.089 0.978

(3)
39
Properties=species:S:1:pos:R:3 method="wB97M-V/def2-TZVPD" charge=+1 gap_ev="7.394 / 5.115" largest_force_ev_per_a=0.8 e_homo_ev="-10.6 / -10.9" s2=6.0426 total_energy_ev=-148038.09502 spin_multiplicity=5
Rh 0.236 0.201 0.318
Br -0.635 -2.093 -0.522
C 0.948 -2.421 -1.541
C 0.989 -3.580 -2.242
C 2.157 -3.871 -2.988
C 3.201 -2.999 -2.984
C 3.145 -1.786 -2.247
C 4.241 -0.885 -2.239
C 4.190 0.269 -1.518
C 3.028 0.587 -0.771
C 1.935 -0.243 -0.752
C 1.990 -1.463 -1.495
H 0.155 -4.270 -2.234
H 2.209 -4.793 -3.552
H 4.100 -3.224 -3.545
H 5.123 -1.135 -2.817
H 5.037 0.945 -1.514
H 3.019 1.514 -0.207
N -2.194 1.544 -1.230
C -2.656 2.705 -1.719
C -1.840 3.702 -1.235
C -0.895 3.033 -0.448
N -1.119 1.723 -0.443
H -2.557 0.617 -1.376
H -3.516 2.737 -2.369
H -1.913 4.758 -1.429
H -0.063 3.435 0.110
C -0.108 3.703 4.262
S 0.896 2.702 5.386
C 0.218 1.119 5.185
C 0.123 0.357 3.982
S 0.796 0.805 2.525
S -0.618 -1.186 4.167
C -0.853 -1.150 5.888
S -1.504 -2.340 6.746
S -0.322 0.352 6.588
H 0.349 4.691 4.292
H -1.129 3.765 4.631
H -0.077 3.316 3.248

(4)
9
Properties=species:S:1:pos:R:3 method="wB97M-V/def2-TZVPD" gap_ev=9.829 largest_force_ev_per_a=2.2 e_above_lowest_ev=1.796 e_homo_ev=-9.9 total_energy_ev=-15489.32373
C -0.024 0.201 1.914
N -0.853 -0.107 -1.984
O 2.513 0.767 1.488
S 1.489 -0.288 1.611
H -0.245 1.270 1.969
H -0.669 -0.653 1.893
H -0.775 0.300 -2.958
H 0.022 -0.552 -1.813
H -1.458 -0.937 -2.120

(5)
54
Properties=species:S:1:pos:R:3 method="wB97M-V/def2-TZVPD" gap_ev=8.150 largest_force_ev_per_a=1.1 e_above_lowest_ev=0.425 e_homo_ev=-7.9 total_energy_ev=-52425.84651 smiles="CC(C)CCNC(=O)c1sc2ccc(S(=O)(=O)N3CCCCC3)cc2c1N"
C 8.270 -2.601 0.313
H 8.652 -3.476 -0.208
H 7.668 -2.938 1.154
H 9.115 -2.038 0.700
C 7.432 -1.734 -0.627
C 6.927 -0.500 0.118
H 6.480 0.219 -0.565
H 7.755 -0.005 0.620
H 6.194 -0.780 0.873
C 6.292 -2.576 -1.214
H 5.650 -2.937 -0.408
H 6.733 -3.449 -1.699
C 5.424 -1.844 -2.243
N 4.309 -1.156 -1.639
C 3.024 -1.435 -1.946
O 2.706 -2.246 -2.813
C 2.017 -0.685 -1.207
C 0.659 -0.776 -1.434
N 0.103 -1.669 -2.282
H -0.829 -1.507 -2.619
H 0.771 -2.160 -2.868
C -0.092 0.139 -0.614
C -1.470 0.347 -0.571
C -1.972 1.290 0.293
C -1.151 2.042 1.128
C 0.215 1.853 1.105
C 0.736 0.903 0.232
S 2.407 0.505 0.030
H 0.872 2.425 1.740
H -1.609 2.771 1.776
S -3.735 1.580 0.358
O -3.982 2.989 0.277
O -4.363 0.728 -0.618
N -4.043 1.107 1.936
C -4.061 -0.329 2.125
C -5.400 -0.955 1.734
C -6.536 -0.260 2.481
C -6.492 1.240 2.195
C -5.129 1.800 2.599
H -5.042 2.850 2.320
H -4.977 1.700 3.679
H -6.634 1.413 1.127
H -7.280 1.760 2.741
H -7.496 -0.675 2.169
H -6.427 -0.429 3.556
H -5.538 -0.828 0.660
H -5.383 -2.022 1.962
H -3.250 -0.741 1.521
H -3.843 -0.525 3.181
H -2.155 -0.204 -1.198
H 4.503 -0.495 -0.905
H 6.034 -1.133 -2.813
H 4.981 -2.558 -2.942
H 8.072 -1.402 -1.452

(6)
75
Properties=species:S:1:pos:R:3 method="wB97M-V/def2-TZVPD" charge=+2 gap_ev="4.824 / 4.357" largest_force_ev_per_a=3.1 e_homo_ev="-12.2 / -12.1" s2=2.2201 total_energy_ev=-50648.70374 spin_multiplicity=3
Mo -0.647 0.669 -0.273
C 1.349 0.156 -2.777
N 1.265 -0.427 -1.413
C 2.698 -0.530 -0.929
C 3.017 -0.338 0.593
C 3.620 1.291 2.075
C 3.691 0.606 3.362
C 3.446 -0.723 3.561
C 2.980 -1.662 2.574
N 2.748 -1.472 1.300
C 0.613 -1.828 -1.433
C 0.024 -2.140 -0.109
C -0.190 -3.437 0.367
C -0.423 -3.585 1.745
C -0.519 -2.455 2.581
C -0.453 -1.196 2.018
N -0.274 -1.072 0.699
C 0.008 0.565 -3.305
C -0.166 0.763 -4.685
C -1.340 1.374 -5.119
C -2.364 1.622 -4.163
C -2.155 1.239 -2.855
N -0.979 0.771 -2.408
H 1.773 -0.585 -3.476
H 2.018 1.030 -2.796
H 3.325 0.184 -1.485
H 3.100 -1.503 -1.189
H 3.976 2.340 2.205
H 3.846 1.181 4.275
H 3.523 -1.127 4.595
H 2.701 -2.639 2.977
H 1.400 -2.591 -1.700
H -0.128 -1.848 -2.248
H -0.087 -4.289 -0.324
H -0.613 -4.576 2.112
H -0.639 -2.529 3.643
H -0.489 -0.275 2.612
H 0.641 0.463 -5.357
H -1.494 1.604 -6.177
H -3.352 1.987 -4.412
H -2.960 1.288 -2.133
O -2.940 -1.348 -1.271
C -3.850 -1.630 -0.426
C -4.654 -2.809 -0.622
C -5.573 -3.265 0.287
C -5.702 -2.563 1.517
C -4.905 -1.478 1.803
C -3.972 -0.939 0.888
C -3.266 0.226 1.315
N -2.501 1.101 0.648
C -2.668 2.528 1.064
C -1.428 3.369 0.631
N -0.326 2.458 0.205
C 0.923 2.865 -0.191
C 2.168 2.297 0.188
C 3.268 2.959 -0.378
C 4.582 2.417 -0.494
C 5.013 1.222 -0.014
C 4.341 0.405 0.998
C 2.213 1.184 1.264
O 1.045 1.106 1.835
H -4.373 -3.435 -1.462
H -6.192 -4.121 0.086
H -6.430 -2.860 2.235
H -5.014 -0.969 2.755
H -3.507 0.442 2.369
H -2.743 2.505 2.160
H -3.590 2.967 0.570
H -1.114 3.957 1.526
H -1.704 4.071 -0.182
H 0.994 3.644 -0.971
H 3.108 3.923 -0.859
H 5.326 2.945 -1.097
H 5.942 0.825 -0.388
H 5.035 -0.305 1.486

(7)
8
Properties=species:S:1:pos:R:3 method="wB97M-V/def2-TZVPD" charge=-1 gap_ev=8.211 largest_force_ev_per_a=3.4 e_above_lowest_ev=0.316 e_homo_ev=-4.9 total_energy_ev=-39702.65058 smiles="O=S(=O)([O-])SC=S"
C -1.617 -0.126 0.115
O 0.685 -0.396 -1.346
O 2.428 1.160 -0.441
O 1.730 -0.770 0.908
S -3.118 -0.413 0.611
S -0.505 0.902 1.001
S 1.421 0.099 -0.175
H -1.025 -0.456 -0.672

(8)
9
Properties=species:S:1:pos:R:3 method="wB97M-V/def2-TZVPD" charge=+3 gap_ev="8.092 / 8.785" largest_force_ev_per_a=7.9 e_above_lowest_ev=0.000 e_homo_ev="-25.7 / -25.8" s2=6.0974 total_energy_ev=-38335.02219 spin_multiplicity=5
H 0.745 1.893 -2.288
F 0.662 -1.673 0.165
O -0.781 -0.931 1.612
O 1.338 1.290 -1.801
C -0.161 -0.731 0.570
C -0.371 0.420 -0.319
C 0.863 0.788 -0.735
H -1.151 1.139 -0.060
Cr -1.145 -2.194 2.855

(9)
17
Properties=species:S:1:pos:R:3 method="wB97M-V/def2-TZVPD" charge=-1 gap_ev=7.298 largest_force_ev_per_a=1.5 e_above_lowest_ev=0.528 e_homo_ev=-3.3 total_energy_ev=-19231.76908
C -0.155 -1.744 -1.711
C 0.394 -1.505 -0.309
S -0.863 -0.564 0.674
H -0.362 -0.820 -2.253
H -1.128 -2.244 -1.656
H 0.463 -2.439 -2.296
H 1.306 -0.912 -0.353
H 0.475 -2.481 0.169
H -0.429 3.011 1.115
H 0.003 1.547 1.090
O 0.359 2.462 1.212
H -0.831 1.589 -0.609
H -2.119 1.376 -1.315
O -1.623 2.082 -0.889
H 1.639 -0.427 1.927
H 1.063 0.838 2.597
O 1.806 0.231 2.607

(10)
25
Properties=species:S:1:pos:R:3 method="wB97M-V/def2-TZVPD" charge=+1 gap_ev="9.958 / 8.854" largest_force_ev_per_a=3.7 e_above_lowest_ev=3.106 e_homo_ev="-15.6 / -15.8" s2=0.7559 total_energy_ev=-9013.51250 spin_multiplicity=2
C 0.915 -0.617 1.789
C 1.508 -0.010 0.507
C 2.323 -1.037 -0.358
N 0.653 1.077 -0.165
C -0.125 0.272 -0.801
C -1.599 0.260 -0.651
C -2.176 -1.159 -0.677
C -2.058 1.020 0.608
H 1.751 -1.119 2.275
H 0.246 -1.448 1.542
H 0.439 0.066 2.483
H 2.362 0.524 0.906
H 2.725 -0.470 -1.195
H 3.127 -1.311 0.316
H 1.710 -1.890 -0.636
H 0.254 -0.139 -1.744
H 2.732 2.559 -1.962
H 2.644 3.113 -2.458
H -2.038 0.887 -1.442
H -1.878 -1.753 0.182
H -3.258 -1.151 -0.773
H -1.779 -1.652 -1.571
H -1.581 1.997 0.678
H -3.130 1.198 0.553
H -1.878 0.471 1.531

(11)
8
Properties=species:S:1:pos:R:3 method="wB97M-V/def2-TZVPD" gap_ev=10.835 largest_force_ev_per_a=5.3 e_above_lowest_ev=1.030 e_homo_ev=-10.0 total_energy_ev=-73669.96250 smiles=C#N.CBr
C -2.339 -1.349 0.830
C 1.240 0.737 -0.593
N -2.090 -1.443 -0.252
Br 2.650 1.114 0.571
H -2.335 -1.425 1.916
H 0.903 1.659 -1.209
H 1.615 0.059 -1.302
H 0.356 0.648 0.039

(12)
46
Properties=species:S:1:pos:R:3 method="wB97M-V/def2-TZVPD" charge=+2 gap_ev="7.038 / 5.954" largest_force_ev_per_a=4.2 e_above_lowest_ev=0.000 e_homo_ev="-15.4 / -15.3" s2=0.7577 total_energy_ev=-80188.43281 spin_multiplicity=2
C 0.100 0.879 -3.187
C 0.216 0.976 -1.712
H 0.095 1.885 -3.626
H -0.829 0.369 -3.479
H 0.950 0.317 -3.601
O 0.399 2.008 -1.069
I 0.135 -2.768 1.558
Ti 0.086 -0.749 -0.188
P 2.638 -0.614 -0.544
C 3.452 0.440 0.697
C 3.499 -2.214 -0.323
H 4.573 -2.097 -0.535
H 4.487 -0.094 -2.005
H 3.065 -2.952 -1.010
H 3.048 -0.622 -2.929
H 3.175 0.110 1.705
H 3.359 -2.569 0.706
C 3.394 -0.009 -2.087
H 4.539 0.361 0.571
H 3.124 1.039 -2.265
H 3.148 1.486 0.572
P -2.452 -0.524 -0.552
C -3.350 0.549 0.614
C -3.185 -0.034 -2.149
H -2.845 -2.883 -0.934
H -4.356 -2.014 -0.496
H -3.149 -2.441 0.767
C -3.286 -2.126 -0.275
H -2.834 -0.715 -2.936
H -4.279 -0.108 -2.063
H -4.421 0.515 0.374
H -2.995 1.582 0.523
H -2.907 0.997 -2.402
H -3.194 0.207 1.644
Cl 0.030 -2.195 -2.024
C -1.030 0.184 4.056
N -0.358 1.328 3.455
C 0.041 1.430 2.185
N 0.568 2.606 1.781
O -0.029 0.458 1.353
H -1.041 -0.655 3.348
H -2.055 0.458 4.337
H -0.502 -0.123 4.969
H -0.268 2.189 3.992
H 0.714 2.728 0.781
H 0.526 3.404 2.404

Please write out number 5 again, unchanged.
54
Properties=species:S:1:pos:R:3 method="wB97M-V/def2-TZVPD" gap_ev=8.150 largest_force_ev_per_a=1.1 e_above_lowest_ev=0.425 e_homo_ev=-7.9 total_energy_ev=-52425.84651 smiles="CC(C)CCNC(=O)c1sc2ccc(S(=O)(=O)N3CCCCC3)cc2c1N"
C 8.270 -2.601 0.313
H 8.652 -3.476 -0.208
H 7.668 -2.938 1.154
H 9.115 -2.038 0.700
C 7.432 -1.734 -0.627
C 6.927 -0.500 0.118
H 6.480 0.219 -0.565
H 7.755 -0.005 0.620
H 6.194 -0.780 0.873
C 6.292 -2.576 -1.214
H 5.650 -2.937 -0.408
H 6.733 -3.449 -1.699
C 5.424 -1.844 -2.243
N 4.309 -1.156 -1.639
C 3.024 -1.435 -1.946
O 2.706 -2.246 -2.813
C 2.017 -0.685 -1.207
C 0.659 -0.776 -1.434
N 0.103 -1.669 -2.282
H -0.829 -1.507 -2.619
H 0.771 -2.160 -2.868
C -0.092 0.139 -0.614
C -1.470 0.347 -0.571
C -1.972 1.290 0.293
C -1.151 2.042 1.128
C 0.215 1.853 1.105
C 0.736 0.903 0.232
S 2.407 0.505 0.030
H 0.872 2.425 1.740
H -1.609 2.771 1.776
S -3.735 1.580 0.358
O -3.982 2.989 0.277
O -4.363 0.728 -0.618
N -4.043 1.107 1.936
C -4.061 -0.329 2.125
C -5.400 -0.955 1.734
C -6.536 -0.260 2.481
C -6.492 1.240 2.195
C -5.129 1.800 2.599
H -5.042 2.850 2.320
H -4.977 1.700 3.679
H -6.634 1.413 1.127
H -7.280 1.760 2.741
H -7.496 -0.675 2.169
H -6.427 -0.429 3.556
H -5.538 -0.828 0.660
H -5.383 -2.022 1.962
H -3.250 -0.741 1.521
H -3.843 -0.525 3.181
H -2.155 -0.204 -1.198
H 4.503 -0.495 -0.905
H 6.034 -1.133 -2.813
H 4.981 -2.558 -2.942
H 8.072 -1.402 -1.452